1.
# CH3FN2

2 unconnected molecules or ions with the total composition CH3FN2 at a distorted geometry (the ωB97M-V functional and the def2-TZVPD basis, OMol25).

Properties
Energy relative to the best compared isomer or geometry (same formula, charge and spin) (kcal per mole): 4.4

ORCA input file:
```
! wB97M-V def2-TZVPD RIJCOSX def2/J DEFGRID3
* xyz 0 1
C 0.323 -0.134 -0.059
N 1.311 -0.557 0.291
N -0.799 0.440 -0.310
F 3.558 0.436 -0.096
H 2.742 -0.063 0.089
H -1.691 0.051 -0.566
H -1.084 1.221 0.296
*
```

---

2.
# C16H38AgClN4O6

A molecular structure, C16H38AgClN4O6 at a distorted geometry (the ωB97M-V functional and the def2-TZVPD basis, OMol25).

Properties
Energy relative to the best compared isomer or geometry (same formula, charge and spin) (kcal per mole): 88.8

ORCA input file:
```
! wB97M-V def2-TZVPD RIJCOSX def2/J DEFGRID3
* xyz 0 1
Ag 0.915 -2.415 2.767
Cl 0.285 0.392 0.165
C 4.808 -2.455 4.448
O 4.220 -2.185 3.124
C 5.151 -2.424 2.069
C 4.379 -2.742 0.814
O 3.283 -3.689 0.859
C 3.687 -5.008 1.125
H 5.130 -3.471 4.676
H 4.107 -2.200 5.243
H 5.641 -1.762 4.566
H 5.861 -3.240 2.209
H 5.775 -1.542 1.924
H 5.120 -3.116 0.108
H 4.006 -1.845 0.320
H 2.745 -5.556 1.113
H 4.060 -5.120 2.143
H 4.372 -5.449 0.400
C -4.383 -4.461 3.123
C -3.407 -3.407 2.681
O -2.338 -3.778 2.277
N -3.625 -2.126 2.685
C -4.851 -1.468 3.123
H -4.186 -4.798 4.141
H -4.266 -5.262 2.392
H -5.445 -4.222 3.170
H -2.866 -1.617 2.256
H -5.707 -1.790 2.529
H -4.866 -0.385 3.000
H -5.012 -1.553 4.197
C -4.408 -0.596 -2.916
C -3.775 -0.018 -4.158
O -4.388 -0.105 -5.216
N -2.579 0.514 -4.039
C -1.951 1.220 -5.183
H -3.673 -0.748 -2.125
H -4.938 -1.513 -3.172
H -5.102 0.102 -2.447
H -2.076 0.356 -3.177
H -0.867 1.288 -5.087
H -2.261 2.266 -5.191
H -2.171 0.825 -6.175
C -3.585 3.821 0.575
C -2.907 5.015 1.259
O -3.574 5.987 1.663
N -1.580 4.919 1.298
C -0.762 5.987 1.821
H -3.306 3.811 -0.479
H -4.674 3.863 0.551
H -3.337 2.864 1.033
H -1.182 4.069 0.926
H -0.170 6.452 1.033
H -0.058 5.699 2.601
H -1.377 6.726 2.333
C 3.165 3.920 -2.516
C 3.752 2.822 -3.426
O 4.727 3.149 -4.101
N 3.264 1.591 -3.300
C 3.894 0.443 -3.971
H 2.093 3.819 -2.687
H 3.444 4.952 -2.728
H 3.398 3.690 -1.476
H 2.488 1.351 -2.700
H 4.969 0.266 -4.020
H 3.476 0.304 -4.968
H 3.436 -0.419 -3.485
*
```

---

Number 1: total energy -6782.7019 eV. Number 2: total energy -51972.4924 eV.